The following is a quantum chemistry calculation of the molecule C4H6N2, from OMol25.

Positions of all 12 atoms, in Å:
C: 0.892 -0.928 -1.544
C: 0.180 -0.289 -0.397
C: -0.492 -0.958 0.576
N: -0.857 0.273 1.464
C: -0.438 1.475 0.729
N: 0.168 1.141 -0.331
H: 0.743 -2.010 -1.506
H: 1.969 -0.723 -1.517
H: 0.507 -0.551 -2.497
H: -0.200 -0.035 2.185
H: -1.795 0.282 1.866
H: -0.635 2.480 1.090

Summary:
HOMO (hartree): -0.31348
ΔE to the lowest compared entry with this formula, charge and spin (kcal per mole): 83.7
Kohn-Sham gap (eV): 9.09
2S+1: 1